Entry 1:
{
  "formula": "C5H10NS",
  "method": "the ωB97M-V functional and the def2-TZVPD basis",
  "smiles": "C1CS[C@@]2(C1)C[NH2+]2",
  "homo_lumo_gap_ev": 9.50,
  "charge": 1,
  "fmax_ev_per_a": 3.22,
  "spin_multiplicity": 1,
  "e_homo_ev": -13.10,
  "species": ["C", "C", "S", "C", "C", "C", "N", "H", "H", "H", "H", "H", "H", "H", "H", "H", "H"],
  "positions_angstrom": [[1.63355, 0.32125, 0.77802], [1.76278, -1.14720, 0.27730], [0.08852, -1.85665, 0.38946], [-0.67031, -0.04676, 0.00086], [0.44610, 0.97868, 0.18174], [-1.61169, -0.13370, -1.22633], [-2.16332, 0.22994, 0.14046], [2.56901, 0.74283, 0.59218], [1.50947, 0.34976, 1.84229], [2.07856, -1.13713, -0.76007], [2.46209, -1.63213, 0.87338], [0.03417, 1.88840, 0.77140], [0.64723, 1.27301, -0.83064], [-1.59517, 0.62013, -2.04353], [-1.75682, -1.10388, -1.64662], [-2.59278, 1.21635, 0.18214], [-2.84141, -0.56290, 0.47795]]
}

---

Entry 2:
{
  "formula": "C5H10NS",
  "method": "the ωB97M-V functional and the def2-TZVPD basis",
  "homo_lumo_gap_ev": [8.14, 8.13],
  "charge": 1,
  "fmax_ev_per_a": 5.77,
  "spin_multiplicity": 1,
  "e_homo_ev": [-13.51, -13.51],
  "species": ["C", "C", "C", "C", "C", "N", "S", "H", "H", "H", "H", "H", "H", "H", "H", "H", "H"],
  "positions_angstrom": [[-1.03510, 0.08771, -0.94386], [1.12574, -0.98612, 0.19134], [0.30853, -2.10053, -0.58463], [-1.80941, 1.30868, -0.81067], [0.75848, 1.14664, 1.21892], [0.24731, -0.08759, 0.81437], [-0.84908, -1.32868, -1.71923], [1.57512, -1.59460, 1.18380], [1.91939, -0.66000, -0.47924], [0.91702, -2.75496, -1.03635], [-0.33293, -2.60005, 0.21440], [-2.01231, 1.35411, 0.24839], [-2.61538, 1.35544, -1.44790], [-1.18565, 2.16424, -1.00817], [1.37725, 1.80839, 0.35554], [1.56005, 1.06515, 2.01708], [0.05099, 1.82216, 1.78620]]
}

---

Entry 3:
{
  "formula": "C5H10NS",
  "method": "the ωB97M-V functional and the def2-TZVPD basis",
  "homo_lumo_gap_ev": 9.73,
  "charge": 1,
  "fmax_ev_per_a": 4.78,
  "spin_multiplicity": 1,
  "e_homo_ev": -13.83,
  "species": ["C", "C", "C", "C", "C", "N", "S", "H", "H", "H", "H", "H", "H", "H", "H", "H", "H"],
  "positions_angstrom": [[0.85769, -0.09883, 0.61055], [1.98655, -0.66090, 0.37994], [-3.08456, -0.90460, -0.67958], [-0.94454, 1.56929, -0.46456], [3.41350, -0.16295, 0.48035], [-2.39683, -0.60374, 0.32935], [-0.54265, 0.50428, 0.97956], [1.86931, -1.73466, 0.04738], [-3.75640, -1.77628, -0.62178], [-2.95476, -0.44925, -1.57823], [-0.36450, 1.49353, -1.36548], [-0.83041, 2.51986, -0.13776], [3.74545, -0.12118, 1.57745], [3.55010, 0.92198, -0.00769], [4.08402, -0.73479, -0.02940], [-2.55600, -1.19900, 1.11673], [-2.07598, 1.43725, -0.63683]]
}